(1)
The following is a DFT calculation (the ωB97M-V functional and the def2-TZVPD basis) of a cluster of 2 separate species, C10H16 in total in a non-equilibrium geometry.

total charge: 0
ΔE to the lowest compared entry with this formula, charge and spin: 302.55 kJ/mol
HOMO-LUMO gap: 10.02 eV

```
26
Properties=species:S:1:pos:R:3:forces:R:3
C -1.558982 1.658457 -2.025145 -0.9640 0.3800 -1.2310
C 1.460062 -2.098346 0.435417 1.7292 5.3121 -2.6873
C -0.372099 1.344416 0.104345 -0.1880 1.2996 -2.0329
C -2.612437 0.907708 -1.602742 -1.3345 -3.3064 3.1572
C -0.506763 1.906061 -1.196391 1.7325 1.5915 1.5146
C 2.724404 -1.318342 0.921322 -4.4381 0.2287 6.5482
C 4.022257 -1.675297 0.376008 0.9085 3.6124 -2.8500
C -1.123412 -0.147401 1.884687 -1.6882 1.7232 2.0846
C -1.354821 0.474307 0.518963 0.4479 -1.3851 -0.2276
C -2.431733 0.195013 -0.348109 0.1300 1.9594 -0.6775
H -2.027942 0.287600 2.536728 1.5282 -1.7205 -1.0788
H 2.759917 -1.574073 2.071299 0.4553 -0.2112 -1.6106
H -0.987963 -1.271185 1.959023 -0.3351 1.5601 -0.1069
H 4.020187 -1.651453 -0.768977 0.2638 1.1080 1.1200
H 4.819397 -1.054332 0.859173 -0.3715 -0.7653 -0.8647
H 1.072996 -1.233358 -0.276927 -0.6500 -2.2245 1.4549
H 0.833904 -2.549443 1.122029 -1.3245 -0.4315 1.3323
H 2.226947 -0.305758 1.241931 2.1555 -0.6547 -1.8109
H 0.437444 1.657253 0.774027 -0.2915 -0.1982 -0.4112
H -3.244494 -0.402988 0.010766 -0.2581 -0.4143 0.1212
H -0.297690 0.445816 2.397191 -0.5389 -1.2791 -0.7819
H 0.116505 2.784985 -1.498753 0.0034 -1.2518 0.2682
H 1.858349 -2.744092 -0.237375 0.6375 -2.7214 -1.9862
H -3.642665 0.694604 -2.007139 1.6115 0.6516 -0.4352
H -1.618199 2.108732 -3.000673 0.1431 0.4141 -0.1391
H 4.194450 -2.671761 0.407540 0.6361 -3.2767 1.3307
```
Forces are in eV/Å.

***

(2)
The following is a DFT calculation (the ωB97M-V functional and the def2-TZVPD basis) of a cluster of 2 separate species, C10H16 in total in a non-equilibrium geometry.

total charge: 0
ΔE to the lowest compared entry with this formula, charge and spin: 198.98 kJ/mol
HOMO-LUMO gap: 9.99 eV

```
26
Properties=species:S:1:pos:R:3:forces:R:3
C -0.292417 -2.193566 -1.155007 -0.7345 -0.1990 -0.5858
C -0.033144 -1.880704 0.161721 1.4635 0.1780 -0.8293
C 1.198870 -1.379614 0.516278 2.1193 1.1594 -0.5450
C 1.626412 -1.164307 1.938826 0.2514 -3.8556 0.7975
C -2.009073 2.003780 0.511367 -1.9238 -1.4309 -0.2330
C -0.817318 2.534185 1.169272 3.3309 -1.3380 -0.3663
C 2.175755 -1.081064 -0.496423 -2.6814 -0.5799 2.0164
C 0.617490 -2.002190 -2.143961 1.2840 1.3637 0.1458
C -1.898599 1.917650 -1.037244 4.0720 1.7258 2.4082
C 1.848926 -1.426843 -1.763041 -1.7162 -0.7858 0.6438
H 0.315186 -2.042764 -3.178090 0.2935 -0.6023 -0.1772
H -2.733250 1.603935 -1.554404 -1.8170 -0.7175 -0.9296
H -1.225971 -2.614602 -1.462902 -0.6929 -0.0638 0.2085
H 2.691710 -1.424027 2.179014 -0.2906 1.7562 -0.9076
H 1.387874 -2.206478 2.399720 -1.0764 1.9985 0.1676
H -1.596271 3.005386 -1.352044 -0.2617 -2.2125 -0.0304
H -1.028082 1.140561 -1.091018 -1.3561 1.5928 -0.8768
H 3.067004 -0.537529 -0.235555 0.3709 -0.2998 0.0030
H 0.120104 1.963076 0.766935 -1.3671 1.0094 0.5623
H 1.181328 -0.277870 2.366012 0.1695 -0.1191 0.7068
H -0.792536 -2.032809 0.845221 -1.2250 -0.3978 1.6496
H 2.664066 -1.372943 -2.339257 2.4167 0.5250 -3.2906
H -0.692575 3.551909 0.894529 0.3963 1.1328 0.0574
H -2.868079 2.526825 0.918023 -0.4649 0.4013 -0.4441
H -2.155514 0.996861 0.890401 -0.1468 -0.4628 -0.0463
H -0.751896 2.393143 2.251626 -0.4135 0.2220 -0.1050
```
Forces are in eV/Å.

***

(3)
The following is a DFT calculation (the ωB97M-V functional and the def2-TZVPD basis) of a cluster of 2 separate species, C10H16 in total in a non-equilibrium geometry.

total charge: 0
ΔE to the lowest compared entry with this formula, charge and spin: 103.08 kJ/mol
HOMO-LUMO gap: 10.08 eV

```
26
Properties=species:S:1:pos:R:3:forces:R:3
C -4.076702 -1.564586 -0.277658 -0.1884 0.1330 -0.5885
C 1.691873 1.809673 -0.622004 1.5869 1.9597 1.4033
C 3.668416 0.150144 -0.705096 -0.2548 1.4612 0.6684
C -1.379392 0.348308 1.512040 0.6973 0.6903 0.6819
C -2.716654 -1.153357 0.224231 -1.9624 2.1791 1.0201
C 3.220216 1.608238 -0.559760 0.2258 0.4627 -0.2300
C -2.654102 -0.047013 1.139353 1.9241 -0.7803 -1.0344
C -0.172438 -0.206671 1.035192 -1.0834 -1.3507 0.8741
C -0.281469 -1.305270 0.222160 -0.9177 -0.2326 -0.6315
C -1.560755 -1.706113 -0.216772 1.5167 -0.8139 -0.4407
H -4.539532 -2.342541 0.322158 0.1457 -0.3097 0.0637
H 1.252065 1.277815 0.196506 -0.6206 -0.7135 -0.5997
H 3.664827 2.294245 -1.294011 0.1372 -0.3971 -0.0788
H -1.558665 -2.495192 -0.965911 -0.3682 -0.0610 0.1931
H -3.458119 0.603062 1.460100 -0.4188 -0.6314 -0.0084
H -3.988822 -1.902577 -1.314802 -0.1485 -0.1912 0.1634
H -1.272596 1.114160 2.276488 -0.1472 0.2092 -0.2295
H 4.759714 0.103283 -0.787380 -0.3416 -0.4051 -0.2950
H 1.582964 2.833878 -0.226653 -0.2674 0.0868 -0.4893
H -4.812300 -0.745623 -0.281242 0.4660 -0.0226 0.0720
H 3.622111 1.959815 0.407942 -0.4155 0.0606 -0.2383
H 3.081701 -0.263025 -1.500241 0.2535 -0.7332 -0.6693
H 0.793395 0.020146 1.451802 -0.0674 0.3845 0.1997
H 0.545254 -1.915241 -0.120856 0.2552 0.3611 0.0317
H 1.241047 1.812456 -1.608418 -0.1316 -0.6756 0.0745
H 3.347969 -0.288018 0.232841 0.1251 -0.6703 0.0876
```
Forces are in eV/Å.

***

(4)
The following is a DFT calculation (the ωB97M-V functional and the def2-TZVPD basis) of the molecule C10H16.

total charge: 0
ΔE to the lowest compared entry with this formula, charge and spin: 84.28 kJ/mol
HOMO-LUMO gap: 9.71 eV

```
26
Properties=species:S:1:pos:R:3:forces:R:3
C -1.662595 1.027895 0.595239 -0.0854 0.0580 0.0956
C 1.281776 -2.170458 0.494137 0.1222 -0.0038 -0.0395
C -0.386600 1.818949 0.655846 0.1065 -0.2047 0.0857
C 0.778947 0.831031 0.629475 0.0550 0.1995 -0.1826
C 1.653647 -1.189983 -0.580652 -0.0024 0.1404 -0.0772
C 2.663792 -1.417005 -1.405469 0.1124 -0.0258 -0.0793
C -2.764547 1.409660 1.531112 0.0229 -0.1016 -0.1544
C -0.613620 -0.328400 -1.189632 -0.0346 0.0171 -0.0070
C -1.723198 0.000154 -0.239798 -0.0543 -0.0607 -0.1001
C 0.807320 0.054184 -0.692249 0.1287 0.0052 0.0568
H 1.582120 -3.178009 0.216594 0.0019 -0.0716 0.0184
H 1.730112 1.351478 0.757856 0.0468 -0.0616 0.0288
H 0.654573 0.145262 1.467922 0.0279 -0.0039 0.0608
H 3.256259 -2.314827 -1.345599 0.0783 -0.2328 0.0467
H 2.943758 -0.716096 -2.173613 0.0092 0.2220 -0.1331
H -3.060100 2.444822 1.361490 -0.0674 0.1009 0.0535
H -0.804941 0.204257 -2.127034 0.0464 -0.1064 -0.0497
H -0.316746 2.494245 -0.201902 0.0197 0.1248 0.0130
H -3.633009 0.769632 1.395199 -0.0966 -0.0145 0.0259
H -2.427328 1.327144 2.564638 -0.0088 0.0440 0.1115
H -2.609273 -0.616836 -0.301352 -0.1874 -0.0195 0.0841
H 0.210416 -2.157655 0.680229 -0.1294 -0.0530 0.0840
H -0.351915 2.422783 1.564215 -0.0223 0.0657 -0.0295
H 1.262881 0.704775 -1.445664 -0.0061 -0.0574 0.0529
H -0.642540 -1.393312 -1.431046 -0.0138 0.0399 -0.0694
H 1.789576 -1.916967 1.425159 -0.0696 -0.0003 0.1044
```
Forces are in eV/Å.

***

(5)
The following is a DFT calculation (the ωB97M-V functional and the def2-TZVPD basis) of a cluster of 2 separate species, C10H16 in total in a non-equilibrium geometry.

total charge: 0
ΔE to the lowest compared entry with this formula, charge and spin: 72.29 kJ/mol
HOMO-LUMO gap: 9.88 eV

```
26
Properties=species:S:1:pos:R:3:forces:R:3
C -0.515457 3.069225 1.263087 -1.4702 -0.3513 -0.2899
C -0.184205 2.112799 0.116943 -0.2107 -0.0332 0.7182
C 1.643069 -1.227270 -0.067102 -0.2438 -0.5708 0.0024
C 0.854301 2.722551 -0.798629 -0.1358 -0.6581 -1.3882
C 0.710583 -2.886736 -1.526908 -0.9315 0.5543 -0.8646
C -0.655507 -1.909343 0.176664 -0.5500 -0.5948 0.3881
C 1.749001 -2.022841 -1.197186 -0.2177 -0.1296 -0.4513
C -1.930141 -1.831418 0.964191 -0.9514 1.4790 -0.6890
C 0.452290 -1.234965 0.662284 1.0175 -0.6455 -0.0623
C -0.545570 -2.715937 -0.961066 0.6485 -0.1724 0.9944
H -2.482086 -0.949884 0.598956 0.1574 0.1149 -0.0181
H 0.408782 3.459382 -1.473102 -0.0676 0.0696 0.1500
H 0.091058 1.127752 0.497358 0.5511 0.3111 0.1489
H -2.698757 -2.586809 0.824552 0.5241 -0.6577 0.1441
H -1.772125 -1.575321 2.003310 0.1494 -0.4343 0.3401
H 2.528889 -0.746367 0.306753 0.0638 0.4803 0.0439
H -1.389923 -3.316017 -1.273267 -0.0015 -0.0084 -0.0546
H -1.100384 1.840757 -0.415810 -0.0098 0.4564 -0.2822
H -1.320943 2.673825 1.895626 0.3182 -0.2318 0.1066
H -0.992258 3.967184 0.856850 0.5239 0.2491 0.0217
H 0.480974 -0.882838 1.685970 -0.3390 0.4670 -0.1214
H 1.287345 1.961463 -1.458579 -0.0736 0.0035 0.0293
H 0.791774 -3.615188 -2.325059 0.2648 0.1846 -0.1371
H 2.560811 -1.941004 -1.909615 0.4646 -0.2467 0.5070
H 1.695994 3.204047 -0.333744 0.2188 0.1654 0.6917
H 0.332496 3.302957 1.887530 0.3006 0.1992 0.0726
```
Forces are in eV/Å.

***

Q: Which value of ΔE to the lowest compared entry with this formula, charge and spin does entry 3 give?
A: 103.08 kJ/mol

***

Q: Which of these has the highest ΔE to the lowest compared entry with this formula, charge and spin?
A: number 1